Entry 1:
Computed, not measured: a 7-piece molecular cluster, C46H55F48NO8 overall at a distorted geometry, with wB97M-V/def2-TZVPD.

Geometry (Å):
C (-2.29569, 1.48125, -1.09988)
O (-1.96371, 0.78289, -2.28501)
C (-0.82447, 1.37924, -2.91096)
C (0.46330, 1.25628, -2.08464)
C (1.73801, 1.17726, -2.94510)
C (2.87088, 0.31776, -2.34382)
C (3.77595, 1.04907, -1.33639)
C (3.14516, 1.26312, 0.04694)
C (3.99573, 2.18169, 0.96396)
C (3.33602, 3.56502, 1.08629)
C (3.96926, 4.47298, 2.13613)
C (3.07617, 5.71672, 2.47741)
C (2.07997, 6.14954, 1.39298)
C (1.37159, 7.47611, 1.73971)
C (2.25743, 8.72810, 1.58071)
N (2.08295, 9.16954, 0.18072)
C (0.93172, 8.58384, -0.38109)
O (0.56864, 8.70848, -1.55752)
C (0.26984, 7.75788, 0.69725)
H (-2.41735, 2.56251, -1.26896)
H (-1.54897, 1.33760, -0.30390)
H (-3.24900, 1.11128, -0.70391)
H (-0.69073, 0.94477, -3.90779)
H (-1.05445, 2.44555, -3.08165)
H (0.39449, 0.35730, -1.46061)
H (0.53248, 2.13059, -1.42828)
H (1.49252, 0.73788, -3.91789)
H (2.15513, 2.17469, -3.13743)
H (2.46365, -0.58705, -1.87072)
H (3.51620, -0.01873, -3.16741)
H (4.02889, 2.03496, -1.75162)
H (4.69122, 0.45959, -1.19229)
H (2.17524, 1.75262, -0.09810)
H (2.93364, 0.29711, 0.52245)
H (4.05786, 1.71260, 1.95304)
H (4.98822, 2.30987, 0.51597)
H (2.28783, 3.39740, 1.36475)
H (3.40765, 4.07911, 0.12004)
H (4.11026, 3.94961, 3.08970)
H (4.93717, 4.88042, 1.82281)
H (3.74405, 6.56776, 2.66229)
H (2.50976, 5.49973, 3.39360)
H (2.62771, 6.29583, 0.44988)
H (1.29117, 5.40161, 1.25714)
H (0.96242, 7.39734, 2.75228)
H (3.31972, 8.58492, 1.79979)
H (1.88098, 9.50264, 2.26458)
H (2.11044, 10.18270, 0.13105)
H (-0.51695, 8.32591, 1.21924)
H (-0.27241, 6.88342, 0.32184)
F (-7.95865, 2.39667, 1.18092)
C (-6.63907, 2.52508, 0.96822)
F (-6.16461, 3.43050, 1.85792)
C (-6.33393, 3.02349, -0.44952)
F (-6.82535, 4.26765, -0.62043)
F (-4.97003, 3.11752, -0.50209)
C (-6.74125, 2.12209, -1.62878)
O (-7.94162, 2.43442, -2.33229)
C (-9.17897, 1.95646, -1.96916)
F (-9.10974, 1.03274, -0.99529)
F (-9.70492, 1.34492, -3.05665)
C (-10.14527, 3.09262, -1.60549)
F (-9.67893, 3.80454, -0.56314)
F (-11.33779, 2.55761, -1.25424)
H (-6.14702, 1.56582, 1.15232)
H (-5.96721, 2.27702, -2.37707)
H (-6.69389, 1.07180, -1.35862)
H (-10.28190, 3.75679, -2.46117)
F (-5.37892, -1.69547, -1.18889)
C (-4.77302, -1.32558, -2.33536)
F (-5.06825, -0.01623, -2.53096)
C (-5.29891, -2.12557, -3.52959)
F (-6.60728, -1.85463, -3.71906)
F (-4.62313, -1.63841, -4.61030)
C (-5.08055, -3.64963, -3.53394)
O (-6.16702, -4.48035, -3.14216)
C (-6.39972, -4.84176, -1.83503)
F (-5.40219, -4.46350, -1.01494)
F (-6.45325, -6.19275, -1.79840)
C (-7.76279, -4.33895, -1.33766)
F (-7.82653, -2.99563, -1.39443)
F (-7.92248, -4.71799, -0.04932)
H (-3.69083, -1.42910, -2.22318)
H (-4.93492, -3.89829, -4.58325)
H (-4.15867, -3.92509, -3.02322)
H (-8.56440, -4.76268, -1.94571)
F (2.01328, 0.36304, 3.79712)
C (1.17400, 1.36642, 4.11643)
F (1.84929, 2.52978, 3.96606)
C (0.68868, 1.26939, 5.56661)
F (1.73353, 1.41546, 6.40826)
F (-0.12883, 2.34768, 5.73758)
C (-0.14534, 0.04314, 5.97924)
O (0.51121, -1.01765, 6.67228)
C (1.14467, -2.02397, 5.96329)
F (0.91126, -1.94569, 4.64423)
F (0.61705, -3.20113, 6.37994)
C (2.64612, -2.07457, 6.27398)
F (3.23770, -0.91345, 5.94204)
F (3.20469, -3.06604, 5.54468)
H (0.33074, 1.36080, 3.41992)
H (-0.85127, 0.42724, 6.71509)
H (-0.74904, -0.33208, 5.15335)
H (2.80328, -2.26819, 7.33737)
F (-3.87530, -1.93003, 11.10624)
C (-3.38994, -2.40272, 12.26821)
F (-3.31698, -1.37050, 13.13921)
C (-1.98663, -2.99543, 12.09339)
F (-1.12171, -2.02650, 11.72756)
F (-1.62098, -3.42043, 13.33797)
C (-1.82399, -4.21589, 11.16687)
O (-1.34455, -3.99835, 9.84673)
C (-2.17645, -3.71128, 8.78832)
F (-3.47673, -3.82900, 9.11833)
F (-1.92655, -4.62450, 7.82345)
C (-1.86265, -2.33929, 8.18389)
F (-2.03127, -1.36041, 9.09758)
F (-2.71306, -2.09111, 7.15422)
H (-4.07746, -3.15181, 12.67040)
H (-1.03420, -4.80361, 11.63256)
H (-2.71589, -4.84322, 11.17163)
H (-0.84136, -2.30240, 7.81627)
F (1.26617, -1.39214, -5.14339)
C (-0.00496, -1.73392, -4.86019)
F (-0.20758, -1.50755, -3.54078)
C (-0.25326, -3.21450, -5.15949)
F (0.50318, -3.98004, -4.34555)
F (-1.55832, -3.43482, -4.82556)
C (-0.10068, -3.69307, -6.61664)
O (1.11230, -4.33838, -6.97963)
C (2.21718, -3.64714, -7.42308)
F (1.95539, -2.34386, -7.62815)
F (2.56986, -4.17487, -8.61560)
C (3.41713, -3.84050, -6.48616)
F (3.13623, -3.39613, -5.24697)
F (4.46319, -3.12195, -6.96058)
H (-0.68688, -1.09708, -5.43122)
H (-0.85110, -4.47490, -6.72534)
H (-0.36987, -2.91026, -7.32658)
H (3.69376, -4.89496, -6.43061)
F (10.44545, -2.68551, -7.31260)
C (10.65352, -4.00085, -7.49837)
F (10.89150, -4.20326, -8.81452)
C (9.42914, -4.82866, -7.08985)
F (8.38476, -4.52974, -7.88960)
F (9.77570, -6.12590, -7.33870)
C (8.98407, -4.78759, -5.61521)
O (7.89664, -3.94280, -5.26469)
C (8.06081, -2.62080, -4.91452)
F (9.35846, -2.28870, -4.78399)
F (7.48272, -2.45535, -3.70310)
C (7.32895, -1.68250, -5.88176)
F (7.80069, -1.82556, -7.13466)
F (7.53627, -0.40181, -5.49429)
H (11.53545, -4.31207, -6.93175)
H (8.60301, -5.78937, -5.42182)
H (9.83286, -4.64831, -4.94488)
H (6.25841, -1.89329, -5.87811)

- 2S+1 = 1
- E_HOMO (eV) = -9.604
- total charge = 0
- LUMO (eV) = 0.05
- Kohn-Sham gap (eV) = 9.652
- structure (SMILES) = COCCCCCCCCCCC[C@H]1CNC(=O)C1.FC(F)C(F)(F)COC(F)(F)C(F)F.FC(F)C(F)(F)COC(F)(F)C(F)F.FC(F)C(F)(F)COC(F)(F)C(F)F.FC(F)C(F)(F)COC(F)(F)C(F)F.FC(F)C(F)(F)COC(F)(F)C(F)F.FC(F)C(F)(F)COC(F)(F)C(F)F
- E (eV) = -196903.7887


Entry 2:
Computed, not measured: a 2-piece molecular cluster, C21H21ClN2O7 overall at a distorted geometry, with wB97M-V/def2-TZVPD.

Geometry (Å):
O (-4.15663, 1.82195, 0.14832)
C (-3.67992, 0.69618, 0.24450)
O (-4.01275, -0.16722, 1.24512)
C (-3.46617, -1.42126, 1.26007)
C (-3.86018, -2.28044, 2.28596)
C (-3.35122, -3.57396, 2.36498)
O (-3.74432, -4.40975, 3.36803)
C (-2.43602, -4.01414, 1.41144)
C (-2.02949, -3.16592, 0.37570)
C (-2.54540, -1.86429, 0.29809)
C (-2.14907, -0.95180, -0.76697)
C (-2.69517, 0.31911, -0.80911)
O (-2.38447, 1.25861, -1.78452)
C (-1.45684, 0.96829, -2.75117)
C (-0.10617, 1.26028, -2.53862)
C (0.83067, 1.04346, -3.55610)
C (0.41801, 0.55197, -4.79792)
Cl (1.57430, 0.35031, -6.08813)
C (-0.93189, 0.25551, -5.00743)
C (-1.86600, 0.46609, -3.99341)
O (-3.18912, 0.21281, -4.21104)
H (-4.57377, -1.91851, 3.01691)
H (-4.39208, -3.96629, 3.93819)
H (-2.04507, -5.02420, 1.48290)
H (-1.31694, -3.52526, -0.36234)
H (-1.43464, -1.28348, -1.51523)
H (0.19722, 1.68610, -1.58906)
H (1.87909, 1.27946, -3.40085)
H (-1.26436, -0.11981, -5.96918)
H (-3.69061, 0.58413, -3.46229)
C (5.12576, -0.74328, 2.46519)
N (4.10651, 0.12302, 1.87658)
C (3.51988, -0.09570, 0.69529)
O (3.80003, -1.07779, 0.01346)
C (2.44322, 0.88416, 0.16922)
C (3.06290, 2.00882, -0.67367)
N (1.50628, 1.46561, 1.14930)
C (1.78596, 2.22654, 2.20911)
C (0.60115, 2.68912, 3.02374)
O (2.91657, 2.55614, 2.53872)
H (4.73696, -1.75920, 2.55758)
H (5.41012, -0.37245, 3.45065)
H (6.00582, -0.76401, 1.81940)
H (3.86605, 0.98354, 2.35788)
H (1.83852, 0.28690, -0.51385)
H (3.74325, 2.60131, -0.06007)
H (2.28762, 2.66165, -1.07398)
H (3.62867, 1.57327, -1.49881)
H (0.53010, 1.27554, 0.99614)
H (0.95748, 3.30053, 3.85218)
H (0.06693, 1.82452, 3.41289)
H (-0.06076, 3.28379, 2.39624)

- 2S+1 = 1
- E_HOMO (eV) = -8.705
- total charge = 0
- LUMO (eV) = -0.23
- ΔE to the lowest compared entry with this formula, charge and spin (kJ/mol) = 0.0
- Kohn-Sham gap (eV) = 8.474
- structure (SMILES) = O=c1oc2cc(O)ccc2cc1Oc1ccc(Cl)cc1O.CNC(=O)[C@H](C)NC(C)=O
- E (eV) = -51953.5393


Entry 3:
Computed, not measured: one molecule with the formula C2H2Cl2N2O2 at a distorted geometry, with wB97M-V/def2-TZVPD.

Geometry (Å):
O (-2.11757, 0.39184, 2.72295)
N (-0.79014, 0.27390, 2.30422)
C (-0.55562, -0.10139, 1.07393)
Cl (-1.86587, -0.41592, -0.09123)
C (0.82874, -0.21897, 0.61835)
Cl (2.08173, -0.81914, 1.64907)
N (1.11034, 0.31406, -0.55739)
O (2.50964, 0.37578, -0.92794)
H (-2.14795, 0.41616, 3.72212)
H (2.69545, 1.04888, -1.60623)

- 2S+1 = 1
- E_HOMO (eV) = -9.828
- total charge = 0
- LUMO (eV) = -0.14
- ΔE to the lowest compared entry with this formula, charge and spin (kJ/mol) = 15.1
- Kohn-Sham gap (eV) = 9.686
- structure (SMILES) = O/N=C(Cl)/C(Cl)=N/O
- E (eV) = -34222.3214


Question: The lowest LUMO belongs to which entry?
Answer: C21H21ClN2O7